Entry from the OMol25 dataset: a structure of composition C34H33N9Tl (ωB97M-V/def2-TZVPD).

Each line ends with the Löwdin charge.
Atoms and positions in Å:
Tl  0.04  0.12  0.07  1.119
C  2.89  -1.28  0.87  -0.097
N  1.78  -0.72  1.65  -0.233
C  2.24  0.43  2.45  -0.096
C  1.07  1.16  3.05  -0.253
C  1.19  1.81  4.26  0.026
C  0.06  2.38  4.83  0.009
C  -1.16  2.24  4.19  -0.004
C  -1.19  1.58  2.98  -0.105
N  -0.09  1.08  2.38  0.053
C  1.12  -1.75  2.45  -0.090
C  0.34  -2.68  1.55  -0.240
C  0.18  -4.02  1.86  0.033
C  -0.53  -4.84  0.99  0.018
C  -1.04  -4.30  -0.18  -0.006
C  -0.86  -2.95  -0.42  -0.140
N  -0.18  -2.16  0.43  0.020
C  3.32  -0.34  -0.22  -0.254
C  4.60  -0.40  -0.75  0.027
C  4.96  0.48  -1.75  0.009
C  4.02  1.41  -2.19  -0.004
C  2.77  1.40  -1.62  -0.103
N  2.41  0.53  -0.66  0.046
H  3.74  -1.50  1.52  0.154
H  2.57  -2.23  0.44  0.141
H  2.91  0.10  3.25  0.154
H  2.82  1.09  1.81  0.140
H  2.15  1.85  4.76  0.138
H  0.13  2.90  5.78  0.136
H  -2.07  2.61  4.63  0.130
H  -2.13  1.41  2.47  0.106
H  1.85  -2.32  3.03  0.154
H  0.44  -1.28  3.16  0.142
H  0.61  -4.42  2.77  0.139
H  -0.66  -5.89  1.21  0.137
H  -1.59  -4.90  -0.89  0.135
H  -1.27  -2.48  -1.30  0.127
H  5.31  -1.13  -0.36  0.138
H  5.95  0.46  -2.17  0.135
H  4.27  2.14  -2.95  0.128
H  2.02  2.12  -1.94  0.105
C  -1.83  2.88  0.00  -0.109
N  -0.59  2.51  -0.70  -0.069
C  -0.76  2.55  -2.16  -0.083
C  -0.27  1.29  -2.81  -0.311
N  -0.01  0.17  -2.19  0.061
C  0.54  -0.70  -3.14  -0.207
C  1.11  -1.97  -3.01  -0.020
C  1.57  -2.58  -4.16  -0.041
C  1.49  -1.94  -5.41  -0.035
C  0.96  -0.67  -5.55  0.024
C  0.50  -0.07  -4.38  -0.159
N  -0.01  1.20  -4.13  0.211
C  -2.71  1.68  0.12  -0.332
N  -2.28  0.44  0.25  0.077
C  -3.42  -0.33  0.53  -0.186
C  -3.59  -1.68  0.84  -0.007
C  -4.86  -2.14  1.08  -0.040
C  -5.98  -1.28  1.01  -0.036
C  -5.84  0.06  0.73  0.020
C  -4.54  0.50  0.51  -0.164
N  -4.04  1.78  0.24  0.207
H  -1.57  3.25  0.99  0.131
H  -2.36  3.69  -0.52  0.146
H  0.16  3.11  -0.40  0.134
H  -1.82  2.66  -2.40  0.147
H  -0.25  3.41  -2.59  0.151
H  1.19  -2.46  -2.05  0.095
H  2.01  -3.56  -4.10  0.121
H  1.86  -2.45  -6.29  0.125
H  0.91  -0.18  -6.51  0.131
H  -0.17  1.92  -4.81  0.191
H  -2.75  -2.36  0.92  0.084
H  -5.02  -3.18  1.33  0.121
H  -6.96  -1.68  1.21  0.126
H  -6.69  0.73  0.70  0.130
H  -4.58  2.62  0.17  0.190

## Properties
F_max = 0.012 hartree/bohr
2S+1 = 1
Charge = +3
HOMO level = -16.380 eV
Orbital gap = 7.96 eV
E_tot = -53876.8964 eV
LUMO = -8.42 eV